Entry 1:
# C36H50N8O16

A 10-piece molecular cluster, C36H50N8O16 overall at a distorted geometry (ωB97M-V/def2-TZVPD, the OMol25 dataset).

Atoms and positions in Å:
1 O 1.6849 1.5210 -0.0522
2 C 0.4973 0.7011 0.0996
3 C -0.0535 0.2478 1.5819
4 O -0.3492 1.3204 2.5626
5 H 0.5736 -0.2698 -0.3898
6 H -0.3606 1.1144 -0.4308
7 H 0.6080 -0.4115 2.1439
8 H -0.9070 -0.4247 1.4970
9 C 5.2364 2.0466 -2.9381
10 C 5.1398 2.3842 -4.2530
11 C 4.0132 1.8359 -4.9132
12 C 3.1390 0.9053 -4.3191
13 C 3.3515 0.4547 -3.0036
14 C 4.3819 1.0635 -2.3673
15 O 4.4567 0.8945 -0.9501
16 O 3.8583 2.1719 -6.2553
17 H 5.9748 2.5002 -2.2936
18 H 5.7548 3.0930 -4.7877
19 H 2.5122 0.2798 -4.9375
20 H 2.8555 -0.4359 -2.6471
21 H 3.5729 1.1219 -0.6522
22 H 3.4148 1.5211 -6.8044
23 C -6.4113 -0.9319 1.0820
24 C -5.4050 -0.0293 0.7040
25 C -4.1361 0.0068 1.2759
26 C -3.9605 -0.7945 2.4857
27 C -5.0021 -1.6180 2.8517
28 C -6.2069 -1.6724 2.1774
29 O -7.1169 -2.5402 2.6130
30 O -3.1635 0.8888 0.7536
31 H -7.2832 -0.8137 0.4558
32 H -5.6515 0.7082 -0.0454
33 H -3.0680 -0.5949 3.0603
34 H -4.8723 -2.3558 3.6298
35 H -7.6958 -2.8650 1.9195
36 H -2.2841 0.7348 1.1067
37 C -1.9674 -0.9602 -5.2568
38 C -1.6240 -2.2574 -4.8931
39 C -0.6627 -2.4661 -3.8597
40 C 0.0491 -1.3452 -3.3268
41 C -0.2105 -0.0180 -3.8980
42 C -1.2691 0.1073 -4.8085
43 O -1.6229 1.4174 -5.1675
44 O -0.4322 -3.7501 -3.4891
45 H -2.7464 -0.8140 -5.9904
46 H -2.1248 -3.1647 -5.1970
47 H 0.7100 -1.4844 -2.4841
48 H 0.3294 0.8666 -3.5939
49 H -0.8772 2.0126 -5.0619
50 H -0.9972 -4.3363 -3.9978
51 C 4.0780 -2.0604 4.0307
52 C 3.9345 -0.7491 3.6707
53 C 3.7073 -0.4761 2.3355
54 C 3.7158 -1.4525 1.3073
55 C 3.7946 -2.7301 1.7419
56 C 3.9246 -3.0428 3.0920
57 O 3.6533 -4.3387 3.5098
58 O 3.5371 0.8306 1.9479
59 H 4.1181 -2.3157 5.0793
60 H 3.8566 0.0917 4.3441
61 H 3.7378 -1.0719 0.2968
62 H 3.7108 -3.6089 1.1196
63 H 3.7987 -4.4164 4.4556
64 H 3.0170 0.9106 1.1450
65 C -1.3189 -3.7260 2.6056
66 C -1.7356 -3.1250 1.4052
67 C -0.9525 -3.0694 0.2716
68 C 0.3179 -3.7335 0.2898
69 C 0.8341 -4.1846 1.4974
70 C -0.0579 -4.2439 2.6456
71 O 0.4092 -4.6272 3.8290
72 O -1.4956 -2.5752 -0.9293
73 H -2.0145 -3.7306 3.4318
74 H -2.7541 -2.7690 1.4525
75 H 0.9934 -3.6632 -0.5500
76 H 1.8876 -4.4117 1.5681
77 H 1.3633 -4.5212 3.8212
78 H -0.8433 -2.3443 -1.5947
79 C -3.5999 3.0000 -2.1377
80 O -3.9484 3.9313 -2.8987
81 N -3.9322 2.8405 -0.9427
82 N -2.7774 2.0260 -2.3366
83 H -4.4798 3.5190 -0.4328
84 H -3.4646 2.2773 -0.2468
85 H -2.2310 1.8943 -3.1757
86 H -2.3555 1.7029 -1.4776
87 C -1.7690 4.2607 1.3260
88 O -1.9633 5.4635 1.2450
89 N -2.3842 3.4488 2.1767
90 N -1.1763 3.5596 0.4261
91 H -3.2469 3.6285 2.6701
92 H -2.0063 2.5509 2.4434
93 H -1.0804 2.6233 0.7925
94 H -0.6258 4.0445 -0.2681
95 C 2.2199 4.9190 -2.0238
96 O 2.6998 5.8258 -2.6326
97 N 1.8997 4.9092 -0.7448
98 N 1.8076 3.8017 -2.4910
99 H 2.0543 5.6710 -0.1000
100 H 1.8310 3.9724 -0.3736
101 H 1.6923 2.9969 -1.8918
102 H 2.2059 3.7248 -3.4159
103 C 0.6580 -1.0426 5.4657
104 O 0.9191 -1.4344 6.5998
105 N 0.5102 -1.8339 4.4053
106 N 0.3560 0.2248 5.1712
107 H 0.3966 -1.4030 3.4989
108 H 0.4162 -2.8368 4.4793
109 H 0.0153 0.4077 4.2381
110 H 0.4891 0.9148 5.8967

Atomic forces in eV per Å
O -1.3 -1.3 0.1
C 1.2 0.1 1.5
C 0.6 3.1 1.5
O -0.7 -1.7 -2.2
H 0.5 -0.7 -0.4
H -0.4 0.6 -0.1
H 1.2 -0.2 -0.7
H -0.7 -0.2 -0.9
C -0.1 -1.0 1.1
C -2.0 -0.4 -0.9
C -0.3 -0.9 -0.7
C 1.3 -0.4 -0.2
C 0.2 0.2 -2.3
C 0.7 1.5 3.4
O 1.3 -0.1 -2.1
O 0.5 0.6 0.1
H 0.0 -0.1 0.1
H 0.1 0.0 0.2
H -0.5 0.4 -0.3
H -0.3 0.4 0.4
H -1.3 0.2 0.5
H -0.2 -0.3 0.5
C 0.9 2.7 -1.6
C 0.8 0.3 -0.4
C 0.3 -0.2 1.4
C -0.3 2.0 -2.3
C 0.8 -0.3 0.6
C 0.7 -0.5 -0.3
O -1.5 -1.8 1.3
O -1.8 -1.5 0.6
H -0.5 -0.6 0.4
H 0.2 -0.1 -0.4
H 0.2 -0.6 0.1
H 0.0 0.2 0.4
H 0.1 0.3 -0.1
H 0.6 -0.3 0.7
C -0.8 -1.6 -1.3
C 1.0 0.6 2.0
C -0.4 1.9 -1.6
C -1.2 0.7 -1.7
C -0.6 -3.2 0.8
C 2.0 2.5 1.4
O -0.5 -1.2 -0.6
O 0.8 -0.1 0.8
H -0.2 0.1 0.0
H -0.4 0.2 -0.5
H 0.4 0.2 -0.1
H 0.1 -0.1 0.4
H 0.2 0.0 0.1
H -0.1 0.0 0.1
C -0.3 -0.2 0.8
C -0.3 0.8 -0.9
C -0.1 1.7 -2.0
C 0.3 1.5 1.5
C 0.1 -2.2 0.3
C -0.4 0.3 0.2
O 0.1 -0.8 -0.5
O 1.1 -0.8 1.9
H 0.1 -0.1 0.2
H 0.2 -0.1 0.3
H -0.3 -0.4 -0.2
H 0.1 0.1 -0.6
H 0.1 0.2 0.1
H -1.3 0.3 -0.9
C -0.3 0.3 -1.7
C -0.6 -0.3 0.4
C 0.6 -1.2 -1.5
C -0.5 1.5 0.9
C -2.2 0.1 0.7
C 1.5 0.8 -2.3
O 0.7 -1.1 1.8
O -0.3 -0.3 1.7
H 0.3 -0.1 0.3
H 0.0 0.4 -0.6
H -0.1 0.0 -0.3
H -0.2 -0.4 0.2
H 0.6 -0.3 0.0
H 0.3 -0.1 0.4
C -0.3 4.0 -4.2
O 0.0 -1.3 0.2
N -4.7 1.7 8.5
N 4.5 -4.0 -3.0
H 0.0 0.4 -0.7
H 0.0 -0.2 -0.6
H -0.3 0.4 0.1
H 0.3 -0.5 -0.7
C -2.6 2.5 0.2
O 0.0 1.3 0.4
N -2.2 -1.6 3.4
N 2.2 -1.6 -2.5
H 0.5 0.9 -0.2
H 0.9 -0.3 -0.2
H 1.4 -0.4 -0.9
H 0.4 -0.6 0.2
C -0.3 2.0 2.6
O 1.3 2.3 -1.9
N -0.2 0.8 4.0
N -0.5 -4.1 -4.7
H 0.2 -0.2 -0.4
H -0.3 0.1 0.9
H 0.0 -0.5 0.0
H -0.3 -1.1 -0.2
C -0.8 0.6 1.1
O 0.5 -0.5 0.6
N 0.1 -1.5 -1.5
N 0.4 0.5 0.7
H -0.1 -0.3 0.1
H 0.1 0.5 0.3
H -0.2 1.5 -0.6
H -0.1 -0.1 -0.5

Summary:
energy relative to the best compared isomer or geometry (same formula, charge and spin) = 0.00 kJ/mol
total energy = -82823.3089 eV
Kohn-Sham gap = 5.769 eV
total charge = -2



Entry 2:
# C36H50N8O2S

A 9-piece molecular cluster, C36H50N8O2S overall at a distorted geometry (ωB97M-V/def2-TZVPD, the OMol25 dataset).

Atoms and positions in Å:
1 C 1.3627 -1.7195 -1.4727
2 C 1.6144 -0.3017 -1.0103
3 C 0.3230 0.5197 -0.7352
4 C -0.6054 0.4663 -1.8796
5 N -1.3306 0.4403 -2.7785
6 H 2.0690 -2.2508 -0.8347
7 H 1.5878 -1.8686 -2.5287
8 H 0.3518 -2.0430 -1.2247
9 H 2.2936 0.1834 -1.7113
10 H 2.2390 -0.1833 -0.1249
11 H 0.4361 1.5461 -0.3863
12 H -0.2022 0.1194 0.1321
13 C 2.4877 1.3892 6.4444
14 C 1.0108 1.9200 6.4623
15 C 0.2793 1.6039 7.8675
16 S 0.9785 -0.0481 8.2216
17 O 0.1625 -1.1007 7.6470
18 O 1.3469 -0.1558 9.6071
19 C 2.4965 0.0729 7.1743
20 H 3.1101 2.1484 6.9181
21 H 2.8904 1.4529 5.4335
22 H 0.4540 1.3742 5.7006
23 H 0.9742 2.9629 6.1472
24 H -0.8057 1.5060 7.9037
25 H 0.5850 2.3842 8.5646
26 H 2.7120 -0.7819 6.5332
27 H 3.2062 0.1332 7.9994
28 N -6.1504 -0.3804 1.5307
29 C -5.9047 -0.4591 2.8374
30 C -6.8285 0.4727 3.4652
31 C -7.5545 1.0833 2.4439
32 C -7.0321 0.5946 1.2243
33 H -5.7880 -0.9521 0.7811
34 H -5.1318 -1.1695 3.0910
35 H -6.7820 0.7715 4.5020
36 H -8.1766 1.9629 2.5197
37 H -7.2278 0.8464 0.1924
38 N -7.9716 -5.0750 -3.5607
39 C -6.6139 -4.9212 -3.4479
40 C -6.1646 -3.8093 -4.0396
41 C -7.2272 -3.0220 -4.3981
42 C -8.4034 -3.8769 -4.1183
43 H -8.5504 -5.8989 -3.4813
44 H -6.2517 -5.8136 -2.9593
45 H -5.1162 -3.5657 -4.1278
46 H -7.0638 -2.1060 -4.9465
47 H -9.4730 -3.7412 -4.1808
48 N 3.1206 -6.4399 5.6593
49 C 3.7452 -6.6025 4.4090
50 C 4.9674 -7.2366 4.7561
51 C 4.9544 -7.5679 6.0687
52 C 3.8665 -6.8322 6.7225
53 H 2.3017 -5.8524 5.7252
54 H 3.2995 -6.2327 3.4974
55 H 5.7473 -7.6951 4.1662
56 H 5.7515 -8.1144 6.5508
57 H 3.5477 -6.6649 7.7407
58 N 3.6106 5.2670 -8.3147
59 C 2.2727 5.7511 -8.1686
60 C 1.5968 4.7729 -7.3949
61 C 2.3043 3.5930 -7.4993
62 C 3.5993 3.9010 -8.0207
63 H 4.3777 5.6865 -8.8205
64 H 2.1209 6.7583 -8.5276
65 H 0.6588 4.9543 -6.8911
66 H 1.9285 2.6310 -7.1837
67 H 4.5139 3.3795 -8.2614
68 N 0.2764 -10.4812 -4.0417
69 C 1.3964 -10.1211 -4.7637
70 C 1.2649 -8.8285 -5.2053
71 C 0.0525 -8.3048 -4.5765
72 C -0.4672 -9.3099 -3.7758
73 H 0.1465 -11.2493 -3.3989
74 H 2.1883 -10.8266 -4.9680
75 H 1.9379 -8.1375 -5.6913
76 H -0.4208 -7.3414 -4.4569
77 H -1.2235 -9.4819 -3.0243
78 N -2.7575 6.8615 -0.5000
79 C -3.5504 6.7915 0.6451
80 C -2.7164 6.9200 1.6853
81 C -1.4188 7.2521 1.1727
82 C -1.4847 7.2467 -0.2329
83 H -2.9930 6.7002 -1.4689
84 H -4.4904 6.2673 0.7342
85 H -2.9328 6.8409 2.7404
86 H -0.5611 7.5721 1.7457
87 H -0.7252 7.2881 -0.9996
88 N 5.7464 8.1696 -2.5101
89 C 5.7354 8.7430 -1.2701
90 C 5.7504 7.7590 -0.3257
91 C 5.8883 6.5119 -1.0336
92 C 5.8436 6.8129 -2.4070
93 H 5.6336 8.6725 -3.3787
94 H 5.5953 9.8012 -1.1058
95 H 5.6217 7.9156 0.7351
96 H 5.8723 5.5242 -0.5969
97 H 5.8913 6.2663 -3.3373

Atomic forces in eV per Å
C 0.5 0.0 1.0
C 0.0 1.9 0.0
C -0.1 -0.3 -0.1
C -0.4 0.3 -0.4
N 0.6 -0.1 0.7
H -0.1 -0.9 -0.5
H -0.2 -0.1 0.2
H 0.1 -0.1 -0.2
H -0.5 0.4 -0.5
H -0.3 -0.7 0.5
H 0.5 0.2 -0.6
H -0.1 -0.6 -0.1
C -1.1 1.7 0.3
C -0.9 -0.7 0.1
C 1.7 0.2 -1.6
S 0.0 -0.6 -0.8
O -0.1 0.8 0.1
O 0.1 0.2 0.0
C 0.6 0.4 1.1
H 0.0 -0.2 0.6
H -0.3 -0.8 -0.2
H 0.0 -0.1 -0.1
H -0.1 0.1 0.4
H 0.1 0.0 -0.5
H 0.2 -0.5 0.4
H -0.6 -0.2 0.4
H 0.5 -0.4 -0.3
N 0.0 0.5 -2.0
C -1.5 0.9 1.5
C 2.4 -1.7 -0.3
C 1.1 0.4 -1.8
C -1.5 0.4 1.0
H 0.3 0.0 0.5
H -0.3 0.2 0.9
H -0.2 -0.3 0.0
H -0.2 -0.2 0.1
H -0.2 -0.1 0.2
N 0.1 3.7 -1.0
C -0.7 -4.5 1.0
C 2.1 0.2 0.9
C -3.8 -2.0 -0.2
C 1.3 1.4 -0.6
H 0.4 0.3 0.4
H 1.4 0.3 -0.2
H -0.1 0.1 0.1
H -0.9 0.1 0.2
H 0.1 0.4 -0.4
N -0.3 1.6 -1.4
C 1.3 -0.6 2.4
C -1.4 -0.6 -2.6
C -1.0 2.1 4.2
C 1.6 -2.5 -2.4
H 0.1 -0.1 0.2
H 0.1 -0.1 0.2
H -0.3 0.4 -0.7
H -0.1 0.1 0.2
H 0.0 -0.3 -0.2
N -2.5 -1.6 -0.4
C 2.4 -0.7 1.8
C -0.4 2.6 -2.3
C 3.0 -0.7 0.0
C -1.4 1.1 0.3
H -0.5 0.1 0.0
H -0.5 0.0 0.6
H -0.2 -0.3 -0.4
H 0.4 0.0 0.1
H -0.4 -0.5 0.3
N 0.0 1.8 1.0
C -0.1 -0.3 -0.7
C -1.4 1.0 1.4
C -0.4 -1.2 1.7
C 1.1 -1.6 -1.5
H 0.6 -0.2 -0.5
H -0.1 0.0 0.0
H 0.2 -0.7 -0.3
H 0.6 0.3 -0.7
H -0.4 0.8 -0.3
N -0.8 0.4 -1.2
C 0.1 -1.7 -1.2
C 2.1 1.2 1.0
C 0.3 0.5 -0.9
C -0.3 -0.9 2.7
H -0.7 0.0 0.4
H -0.2 0.4 -0.7
H -0.2 0.0 -0.1
H 0.0 -0.2 0.0
H -0.2 0.3 0.1
N 0.2 0.5 -0.1
C -0.7 0.4 0.2
C 0.3 -0.9 -0.6
C -0.7 0.5 -1.0
C 0.1 0.1 1.3
H 0.2 -0.1 0.3
H 0.1 0.0 -0.3
H 0.2 -0.1 -0.1
H 0.2 0.1 -0.1
H 0.0 -0.4 0.4

Summary:
SMILES = O=S1(=O)CCCC1.c1cc[nH]c1.c1cc[nH]c1.c1cc[nH]c1.c1cc[nH]c1.c1cc[nH]c1.c1cc[nH]c1.c1cc[nH]c1.CCCC#N
total energy = -64986.1805 eV
Kohn-Sham gap = 8.035 eV